Formula: C9H19N4O
Source: OMol25
Level of theory: the ωB97M-V functional and the def2-TZVPD basis

## Properties
- Energy above the lowest of the compared OMol25 structures with the same formula, charge and spin: 50.5 kcal per mole
- 2S+1: 1
- Highest occupied orbital energy: -0.4564 Ha
- Lowest unoccupied orbital energy: -2.71 eV
- Orbital gap: 9.71 eV
- SMILES string: [NH2+]=C(O)N1CCCN1N1CCCCC1
- Strongest force on any atom: 3.56 eV Å⁻¹
- Total charge: +1
- Total energy: -17640.07539 eV

Each line ends with the Mulliken charge.
Geometry (Å):
N 3.2908 1.4116 -1.2393  -0.35
C 2.3695 1.0817 -0.3178  0.68
O 1.8346 2.1243 0.3274  -0.50
N 1.8139 -0.1008 -0.1256  0.21
C 2.3809 -1.4300 -0.2675  -0.89
C 1.9196 -2.1674 0.9633  -0.69
C 0.5016 -1.7028 1.0196  -0.52
N 0.5340 -0.2453 0.6947  -0.79
N -0.6157 0.1938 0.1161  0.80
C -1.2055 -0.3928 -1.0403  -0.55
C -2.6402 -0.4995 -0.7404  -0.64
C -3.2762 0.7744 -0.1744  -0.84
C -2.4941 1.3281 1.0603  -0.56
C -1.1064 1.4772 0.5945  -0.85
H 3.8767 0.6579 -1.5734  0.21
H 3.3392 2.3314 -1.6053  0.25
H 1.1928 1.7352 0.9449  0.46
H 3.4028 -1.3416 -0.4244  0.60
H 2.0329 -1.7404 -1.3099  0.30
H 1.9668 -3.2407 0.7361  0.35
H 2.6741 -1.9933 1.6839  0.34
H 0.0302 -2.1957 0.2092  0.24
H -0.1340 -1.9028 1.9138  0.39
H -0.8266 -1.3845 -1.1755  0.30
H -0.9880 0.1428 -2.0085  0.28
H -2.8520 -1.2601 -0.0359  0.32
H -3.0214 -0.8669 -1.7533  0.37
H -3.0695 1.6191 -0.8773  0.27
H -4.3228 0.7992 0.0483  0.41
H -3.0102 2.3240 1.3523  0.32
H -2.4257 0.4988 1.8615  0.24
H -0.8332 2.1657 -0.2290  0.45
H -0.3387 1.7993 1.3721  0.40


Formula: C19H38BrINO12P
Source: OMol25
Level of theory: the ωB97M-V functional and the def2-TZVPD basis

## Properties
- 2S+1: 1
- Highest occupied orbital energy: -0.3243 Ha
- Lowest unoccupied orbital energy: 0.12 eV
- Orbital gap: 8.94 eV
- Strongest force on any atom: 0.96 eV Å⁻¹
- Total energy: -133810.12948 eV

Each line ends with the Mulliken charge.
Geometry (Å):
C 1.8171 -3.4974 -2.1056  -1.24
C 0.4920 -3.1289 -2.7717  -0.45
C -0.4529 -2.2066 -1.9940  0.13
Br -0.2083 -2.2425 -0.0696  -0.06
C -0.4499 -0.7809 -2.5129  0.28
O 0.0182 -0.4550 -3.5735  -0.52
O -1.1495 0.0757 -1.7177  -0.27
C -0.5714 1.3097 -1.3881  0.17
I -1.4048 2.8538 -2.6532  0.11
C 0.9532 1.3228 -1.4292  -0.89
O 1.3966 2.4122 -0.6338  -0.40
C 2.0815 3.4328 -1.3360  -0.44
P -1.1593 1.6719 0.3779  0.40
N -2.5075 0.9702 0.7397  -0.68
H 2.3741 -2.6256 -1.7686  0.30
H 1.6516 -4.1813 -1.2750  0.34
H 2.4184 -4.0422 -2.8345  0.40
H -0.0497 -4.0637 -2.9304  0.33
H 0.6696 -2.6984 -3.7532  0.34
H -1.4773 -2.5552 -2.1317  0.33
H 1.3223 1.4384 -2.4471  0.64
H 1.3275 0.4046 -0.9695  0.27
H 1.5422 3.7625 -2.2247  0.05
H 2.1905 4.2823 -0.6649  0.29
H 3.0817 3.1058 -1.6353  0.30
H -1.2003 3.0686 0.3763  0.08
H -0.0563 1.3000 1.1616  0.07
H -2.3744 0.3283 1.5122  0.17
C -0.2568 -8.1020 4.4112  -1.08
C 1.1300 -7.6014 4.7496  -0.17
O 1.5969 -6.6394 3.7890  -0.38
C 1.1272 -5.4057 3.9463  0.78
O 0.3883 -5.0299 4.8186  -0.57
O 1.6220 -4.6453 2.9699  -0.35
C 1.1748 -3.2894 3.0047  -0.48
H -0.2823 -8.4902 3.3926  0.29
H -0.5442 -8.8991 5.0965  0.35
H -0.9896 -7.3002 4.4890  0.31
H 1.8553 -8.4111 4.7047  0.29
H 1.1659 -7.1662 5.7473  0.31
H 1.3554 -2.8430 3.9799  0.34
H 0.1127 -3.2396 2.7668  0.10
H 1.7454 -2.7595 2.2481  0.22
C -5.8669 1.9982 5.3893  -1.12
C -5.0086 1.7921 4.1604  -0.19
O -3.8766 0.9521 4.4381  -0.36
C -4.1294 -0.3525 4.4646  0.79
O -5.1928 -0.8795 4.2718  -0.56
O -2.9840 -0.9872 4.7187  -0.32
C -3.0925 -2.4115 4.7806  -0.59
H -5.2642 2.3783 6.2150  0.29
H -6.6592 2.7155 5.1756  0.36
H -6.3257 1.0622 5.7049  0.32
H -4.5781 2.7329 3.8248  0.31
H -5.5808 1.3687 3.3366  0.32
H -3.5818 -2.7991 3.8899  0.31
H -3.6358 -2.7218 5.6713  0.30
H -2.0740 -2.7867 4.8329  0.15
C 1.7495 4.1156 -6.8343  -1.16
C 1.5352 5.0368 -5.6536  0.04
O 2.7811 5.4590 -5.0743  -0.30
C 3.4019 6.4461 -5.7158  0.75
O 3.0040 7.0200 -6.6944  -0.56
O 4.5434 6.7000 -5.0765  -0.34
C 5.3406 7.7251 -5.6761  -0.65
H 2.3827 3.2748 -6.5494  0.30
H 0.7932 3.7297 -7.1863  0.36
H 2.2331 4.6425 -7.6558  0.33
H 1.0163 4.5115 -4.8545  0.06
H 0.9414 5.9070 -5.9297  0.34
H 4.7581 8.6308 -5.8258  0.30
H 5.7416 7.3836 -6.6287  0.29
H 6.1524 7.9157 -4.9812  0.22